# 1
The following is a quantum chemistry calculation of one molecule with the formula C4H8N2O2 in a non-equilibrium geometry, from OMol25.

CARTESIAN COORDINATES (ANGSTROEM)
1 C -2.399 0.938 0.276
2 N -1.328 -0.048 0.382
3 C -0.154 0.392 0.082
4 O 0.141 1.649 -0.266
5 C 0.926 -0.634 -0.135
6 C 0.561 -2.013 -0.601
7 N 2.107 -0.387 0.375
8 O 2.413 0.965 0.591
9 H -2.493 1.331 -0.743
10 H -3.350 0.464 0.536
11 H -2.241 1.768 0.974
12 H 1.112 1.724 -0.349
13 H 0.001 -2.535 0.179
14 H -0.055 -1.944 -1.501
15 H 1.466 -2.589 -0.816
16 H 3.293 0.918 1.016

Properties
**Maximum force**: 0.06352 Eh/bohr
**SMILES**: C/N=C(O)/C(C)=N\O

***

# 2
The following is a quantum chemistry calculation of one molecule with the formula C4H8N2O2 in a non-equilibrium geometry, from OMol25.

CARTESIAN COORDINATES (ANGSTROEM)
1 C 1.274 0.519 1.756
2 N 0.075 0.527 1.233
3 N -0.348 -0.471 0.479
4 C 0.668 -1.417 0.059
5 C -1.489 0.020 -0.403
6 C -1.120 0.765 -1.628
7 O -1.241 0.350 -2.799
8 O -0.148 1.705 -1.475
9 H 1.469 1.610 2.055
10 H 2.113 -0.245 1.902
11 H 1.541 -0.877 -0.144
12 H 0.666 -2.175 0.933
13 H 0.287 -1.943 -1.036
14 H -1.934 0.662 0.359
15 H -2.129 -0.873 -0.689
16 H 0.316 1.842 -0.602

Properties
**Maximum force**: 0.10605 Eh/bohr
**SMILES**: C=NN(C)CC(=O)O

***

# 3
The following is a quantum chemistry calculation of one molecule with the formula C4H8N2O2 in a non-equilibrium geometry, from OMol25.

CARTESIAN COORDINATES (ANGSTROEM)
1 H 0.011 2.340 -0.371
2 N 0.943 1.766 -0.197
3 C 0.783 0.525 0.100
4 C 2.109 -0.098 0.365
5 O 2.132 -1.267 -0.506
6 N -0.208 -0.517 0.228
7 C -1.441 -0.006 0.141
8 C -2.724 -1.004 -0.016
9 O -1.723 1.168 -0.041
10 H 2.820 0.626 -0.128
11 H 2.267 -0.211 1.484
12 H 2.855 -1.735 0.205
13 H 0.143 -1.413 0.170
14 H -3.860 -0.784 -0.520
15 H -2.863 -1.982 0.719
16 H -2.153 -1.289 -0.929

Properties
**Maximum force**: 0.13726 Eh/bohr
**SMILES**: [H]/N=C(/CO)NC(C)=O

***

Calculated ΔE to the lowest compared entry with this formula, charge and spin, 80.0, 100.8, 114.4 kcal per mole (same order as the records).